{"formula": "C22H44Cl30F4O2P2", "method": "ωB97M-V/def2-TZVPD", "relative_energy_kcal_mol": 45.8, "total_charge": -2, "e_lumo_ev": 2.840, "species": ["C", "C", "P", "C", "C", "P", "C", "O", "O", "C", "F", "F", "C", "F", "F", "H", "H", "H", "H", "H", "H", "H", "H", "H", "H", "H", "H", "H", "H", "C", "Cl", "Cl", "H", "H", "C", "Cl", "Cl", "H", "H", "C", "Cl", "Cl", "H", "H", "C", "Cl", "Cl", "H", "H", "C", "Cl", "Cl", "H", "H", "C", "Cl", "Cl", "H", "H", "C", "Cl", "Cl", "H", "H", "C", "Cl", "Cl", "H", "H", "C", "Cl", "Cl", "H", "H", "C", "Cl", "Cl", "H", "H", "C", "Cl", "Cl", "H", "H", "C", "Cl", "Cl", "H", "H", "C", "Cl", "Cl", "H", "H", "C", "Cl", "Cl", "H", "H", "C", "Cl", "Cl", "H", "H"], "positions_angstrom": [[0.6999, -5.2605, -0.1137], [1.5710, -4.1354, -0.6586], [0.7462, -2.5041, -0.2661], [1.8556, -1.0980, -0.7594], [2.4603, -1.1932, -2.1855], [-1.1980, -2.3550, -1.4730], [-2.1077, -1.4603, 0.0016], [-2.3891, -0.2220, -0.0472], [-2.3791, -2.1937, 0.9814], [-2.8667, -2.3870, -2.5132], [-3.6792, -1.3005, -2.3701], [-2.5536, -2.4383, -3.8792], [-3.6949, -3.6266, -2.2259], [-4.9235, -3.5666, -2.8638], [-3.0975, -4.7648, -2.6500], [0.5290, -5.0484, 0.9385], [-0.2642, -5.3315, -0.6115], [1.1888, -6.2403, -0.1804], [2.5489, -4.1794, -0.1639], [1.7412, -4.2758, -1.7367], [2.6401, -0.9271, -0.0215], [1.1917, -0.2277, -0.7138], [2.8181, -2.2128, -2.3141], [3.2635, -0.4554, -2.2134], [1.7010, -0.9504, -2.9273], [-0.7965, -1.0727, -2.0806], [-0.5540, -3.0360, -2.6047], [-1.5836, -3.6307, -0.8734], [-3.8765, -3.6422, -1.1342], [2.3105, 2.6922, -3.6850], [1.0683, 2.2557, -2.5153], [3.5862, 1.4710, -3.6652], [1.8646, 2.7283, -4.6726], [2.7399, 3.6555, -3.4335], [5.7910, -2.9858, 1.1558], [4.0347, -3.0600, 1.0323], [6.4406, -1.4632, 0.5036], [6.0786, -3.0618, 2.1993], [6.2064, -3.8147, 0.5890], [6.2647, -1.2420, -4.4736], [5.2183, -1.0537, -5.8926], [5.6762, -2.4720, -3.3612], [7.2499, -1.5364, -4.8171], [6.3152, -0.2909, -3.9546], [-0.6362, 5.4482, -1.3131], [0.8912, 5.5745, -2.1927], [-1.2827, 7.0301, -0.8557], [-1.3503, 4.9341, -1.9448], [-0.4664, 4.8813, -0.4031], [0.7909, -0.4380, 1.0959], [0.9151, 1.3389, 0.9748], [1.9496, -1.0794, 2.2803], [-0.2111, -0.6876, 1.4173], [0.9873, -0.8803, 0.1216], [2.0386, 5.3429, 1.0601], [1.0585, 6.1236, 2.3250], [1.6873, 3.6220, 0.8511], [1.8320, 5.8466, 0.1222], [3.0837, 5.4593, 1.3243], [-1.8152, -5.9609, 3.8778], [-0.0777, -5.8623, 4.2043], [-2.1668, -6.5815, 2.2663], [-2.2576, -6.6267, 4.6104], [-2.2404, -4.9657, 3.9611], [6.8659, -7.0481, 1.2547], [7.4058, -5.7325, 0.2022], [5.5308, -6.5473, 2.2940], [6.5353, -7.8730, 0.6345], [7.6988, -7.3538, 1.8771], [-6.0834, -3.9696, 1.7917], [-5.4212, -4.2358, 0.1807], [-5.1468, -4.6529, 3.1397], [-6.1588, -2.8969, 1.9335], [-7.0659, -4.4263, 1.8421], [10.5799, -2.4805, -0.3113], [9.5035, -2.2535, -1.6932], [9.8599, -3.5254, 0.9181], [11.4973, -2.9400, -0.6600], [10.7867, -1.5138, 0.1327], [-4.0218, 1.4054, 1.3047], [-3.8894, 3.1844, 1.3039], [-3.5431, 0.7122, 2.8532], [-5.0552, 1.1381, 1.1140], [-3.3633, 0.9853, 0.5194], [-4.9263, 8.2420, -0.9315], [-5.0847, 7.6405, -2.5822], [-6.2332, 7.6608, 0.1119], [-3.9819, 7.8970, -0.5265], [-4.9562, 9.3249, -0.9502], [-6.2944, -2.2723, 5.8751], [-5.5261, -1.1463, 4.7641], [-7.4438, -1.4653, 6.9659], [-6.8315, -3.0176, 5.3003], [-5.5271, -2.7463, 6.4755], [1.4586, 10.3805, -0.2024], [0.4480, 10.7347, -1.6143], [0.9549, 8.9051, 0.6201], [2.4835, 10.2612, -0.5338], [1.3833, 11.2099, 0.4912], [-9.6924, 8.6656, 1.0330], [-11.3824, 8.2095, 0.7781], [-9.4418, 10.3979, 0.7766], [-9.4146, 8.4203, 2.0509], [-9.0738, 8.1167, 0.3334]], "lowdin_charge": [-0.209, -0.500, 0.860, -0.549, -0.164, 0.488, -0.828, -0.176, -0.137, -0.557, 0.036, -0.034, -0.421, 0.005, 0.052, 0.036, 0.041, 0.056, -0.049, 0.053, 0.031, 0.020, 0.027, -0.018, 0.058, -0.010, -0.032, -0.022, 0.021, -1.008, 0.546, 0.551, 0.027, -0.003, -1.028, 0.616, 0.475, 0.023, -0.091, -1.038, 0.488, 0.533, 0.013, 0.014, -0.972, 0.533, 0.503, 0.039, 0.003, -1.060, 0.481, 0.500, 0.018, -0.257, -1.002, 0.471, 0.452, -0.061, 0.023, -1.049, 0.492, 0.507, 0.014, 0.008, -0.994, 0.544, 0.541, 0.024, 0.021, -0.981, 0.669, 0.508, 0.020, 0.014, -1.024, 0.496, 0.489, 0.018, 0.023, -1.012, 0.426, 0.490, 0.020, -0.024, -1.025, 0.505, 0.520, -0.022, 0.023, -1.049, 0.509, 0.466, 0.001, 0.022, -1.022, 0.487, 0.492, 0.022, 0.019, -1.043, 0.493, 0.485, 0.027, -0.017]}


{"formula": "C3N2O", "method": "ωB97M-V/def2-TZVPD", "relative_energy_kcal_mol": 15.2, "e_lumo_ev": -2.203, "species": ["N", "C", "C", "O", "C", "N"], "positions_angstrom": [[2.0468, -0.9635, -0.1312], [1.2196, -0.1637, 0.1786], [0.0577, 0.5514, 0.0567], [-0.0110, 1.7434, -0.0819], [-1.1519, -0.3296, 0.0257], [-2.1612, -0.8382, -0.0479]], "lowdin_charge": [0.244, -0.106, -0.422, 0.181, -0.101, 0.203]}